{
  "formula": "C3H29NO13",
  "method": "ωB97M-V/def2-TZVPD",
  "homo_lumo_gap_ev": 9.645,
  "smiles": "CNCC(=O)O.O.O.O.O.O.O.O.O.O.O.O",
  "largest_force_ev_per_a": 1.8,
  "symbols": ["C", "N", "C", "C", "O", "O", "H", "H", "H", "H", "H", "H", "H", "H", "H", "O", "H", "H", "O", "H", "H", "O", "H", "H", "O", "H", "H", "O", "H", "H", "O", "H", "H", "O", "H", "H", "O", "H", "H", "O", "H", "H", "O", "H", "H", "O"],
  "xyz": [[-0.71092, 1.52823, -2.43955], [0.08978, 1.61380, -1.21730], [-0.07641, 0.60839, -0.21961], [0.97704, 0.72196, 0.86170], [0.66121, 0.24973, 2.05735], [2.04794, 1.26776, 0.66953], [-0.13376, 1.11874, -3.27469], [-1.00255, 2.52914, -2.77734], [-1.59938, 0.92668, -2.28918], [1.07567, 1.71601, -1.42635], [0.06189, -0.45569, -0.54465], [-1.06765, 0.57712, 0.22414], [1.15542, 0.76724, 2.79187], [0.08460, 3.45165, 0.02518], [-1.39215, 3.26928, 0.42840], [-0.58874, 3.73735, 0.65767], [-4.68923, 0.06152, -1.22331], [-3.84481, -0.37512, 0.06443], [-4.07131, 0.35255, -0.55274], [-1.41314, -3.86481, 0.74437], [-1.64832, -3.84287, -0.71845], [-1.99715, -4.26654, 0.07012], [-2.42180, -1.24638, 1.63206], [-2.58701, -2.54680, 0.83979], [-2.84436, -1.60604, 0.83638], [1.73924, -4.34621, -0.44769], [1.54616, -2.90422, -1.07007], [1.13597, -3.76085, -0.90878], [3.65330, 1.94051, -2.52294], [3.46828, 1.81978, -0.86088], [3.59021, 1.41968, -1.72411], [1.74739, -0.94693, -2.03769], [3.15810, -0.66594, -1.51816], [2.47561, -1.35345, -1.56126], [1.26482, 2.23157, 3.89191], [2.54965, 1.55880, 3.33897], [1.84230, 1.42500, 3.98324], [0.55596, -2.22597, 1.94968], [0.59910, -3.36581, 0.84356], [0.04952, -2.93130, 1.53233], [-1.46191, -0.93748, -1.87065], [-0.51572, -1.95657, -2.59066], [-1.38469, -1.56113, -2.59723], [-0.50215, 3.18234, 3.59399], [0.10830, 3.63898, 2.20468], [0.31567, 3.44633, 3.15197]],
  "mulliken_charge": [-0.960, -0.237, 0.121, 0.351, -0.463, -0.600, 0.267, 0.331, 0.303, 0.329, 0.024, 0.236, 0.346, 0.392, 0.309, -0.696, 0.301, 0.402, -0.641, 0.397, 0.348, -0.712, 0.304, 0.321, -0.703, 0.314, 0.466, -0.683, 0.268, 0.324, -0.599, 0.221, 0.317, -0.706, 0.469, 0.358, -0.742, 0.265, 0.353, -0.650, 0.266, 0.334, -0.630, 0.324, 0.402, -0.740]
}


{
  "formula": "C3H5NO6P",
  "method": "ωB97M-V/def2-TZVPD",
  "homo_lumo_gap_ev": 9.753,
  "total_charge": -1,
  "largest_force_ev_per_a": 4.2,
  "symbols": ["C", "C", "C", "N", "O", "O", "O", "O", "O", "O", "P", "H", "H", "H", "H", "H"],
  "xyz": [[-0.11417, 0.43288, -0.26712], [-0.48472, -0.91916, 0.36862], [1.37967, 0.50784, 0.21546], [2.15067, 1.55205, -0.61891], [2.17949, -0.50162, 2.84173], [1.62502, 2.61266, -0.91097], [3.29503, 1.35333, -0.90910], [2.11513, -0.58703, 0.21125], [0.01739, -0.93325, 1.70701], [1.84173, -2.77621, 1.30289], [1.70230, -1.32877, 1.69465], [-0.18674, 0.31332, -1.39065], [-0.60895, 1.24496, 0.13657], [-1.63079, -1.01544, 0.49225], [0.04320, -1.68584, -0.16211], [1.38784, 0.92340, 1.24758]],
  "mulliken_charge": [-0.601, -0.506, 0.017, 0.923, -0.700, -0.632, -0.578, -0.436, -0.424, -0.726, 0.899, 0.324, 0.346, 0.289, 0.390, 0.414]
}


{
  "formula": "C38H38F6IrN2O4P2S5",
  "method": "ωB97M-V/def2-TZVPD",
  "homo_lumo_gap_ev": [6.611, 3.610],
  "spin_multiplicity": 2,
  "s_squared": 0.7555,
  "total_charge": 2,
  "largest_force_ev_per_a": 1.9,
  "symbols": ["Ir", "C", "P", "C", "C", "C", "C", "C", "C", "C", "C", "C", "C", "C", "C", "C", "C", "C", "C", "C", "P", "C", "C", "C", "C", "C", "C", "C", "C", "C", "C", "C", "C", "N", "H", "H", "H", "H", "H", "H", "H", "H", "H", "H", "H", "H", "H", "H", "H", "H", "H", "H", "H", "H", "H", "H", "H", "H", "H", "H", "F", "C", "F", "F", "S", "O", "O", "N", "S", "O", "O", "C", "F", "F", "F", "C", "C", "S", "C", "C", "S", "C", "C", "S", "H", "H", "H", "H", "H", "H", "H", "H", "H", "H", "H", "H"],
  "xyz": [[-0.81878, -0.66805, 0.08923], [-2.52588, -0.39126, 2.73341], [-0.85297, 0.18665, 2.21418], [0.23679, -0.57344, 3.44294], [0.98919, -1.72509, 3.23162], [1.68142, -2.31489, 4.27929], [1.61182, -1.77215, 5.55383], [0.83551, -0.64522, 5.78287], [0.14846, -0.04994, 4.73769], [-0.77307, 1.95793, 2.47305], [-1.89517, 2.73670, 2.17843], [-1.87802, 4.09291, 2.46120], [-0.75276, 4.67413, 3.03050], [0.37222, 3.90706, 3.30004], [0.36759, 2.55086, 3.01664], [-3.38968, -0.17803, 1.54295], [-4.68849, 0.20530, 1.31848], [-4.79094, 0.55898, -0.05512], [-3.54834, 0.38244, -0.61199], [-2.89630, 0.69361, -1.91060], [-1.14491, 1.01766, -1.47043], [-0.94779, 2.73362, -0.98856], [-1.85669, 3.70792, -1.39224], [-1.57843, 5.04864, -1.16675], [-0.39137, 5.41989, -0.55501], [0.51381, 4.45089, -0.13965], [0.23058, 3.11249, -0.34613], [-0.21591, 0.88847, -3.02735], [-0.62690, -0.00651, -4.01867], [0.00860, -0.02689, -5.25117], [1.05838, 0.84410, -5.50895], [1.48191, 1.72645, -4.52422], [0.85591, 1.74619, -3.28609], [-2.70995, -0.10241, 0.35615], [-2.83940, 0.18956, 3.60278], [-2.41967, -1.43441, 3.04009], [0.99711, -2.19954, 2.26168], [2.25449, -3.21649, 4.10514], [2.14469, -2.23776, 6.37181], [0.75835, -0.22924, 6.77815], [-0.45538, 0.82663, 4.93639], [-2.78134, 2.28899, 1.74144], [-2.75132, 4.69442, 2.24726], [-0.75367, 5.73001, 3.26744], [1.24772, 4.36216, 3.74393], [1.23891, 1.95313, 3.25470], [-5.46896, 0.27979, 2.05812], [-5.66768, 0.93725, -0.55476], [-3.31673, 1.56755, -2.40649], [-2.94049, -0.13171, -2.61731], [-2.77984, 3.44147, -1.88657], [-2.28700, 5.80249, -1.48198], [-0.17074, 6.46726, -0.39659], [1.43487, 4.74101, 0.34758], [0.93462, 2.35461, -0.01814], [-1.45430, -0.67767, -3.85462], [-0.33860, -0.70577, -6.01903], [1.53131, 0.84961, -6.48291], [2.28146, 2.42797, -4.72794], [1.17655, 2.46842, -2.54759], [-3.72992, -3.65609, 1.84974], [-2.65617, -4.42054, 1.83918], [-2.06290, -4.37890, 3.02416], [-2.96356, -5.65791, 1.52211], [-1.43807, -3.77024, 0.60631], [-0.92386, -2.52591, 1.24579], [-0.41192, -4.74584, 0.38871], [-2.38081, -3.44389, -0.59898], [-1.72859, -3.00710, -1.96073], [-0.47976, -2.22058, -1.71239], [-2.70161, -2.44911, -2.83379], [-1.07917, -4.54962, -2.81620], [-1.61733, -5.62116, -2.27772], [0.24966, -4.60355, -2.68508], [-1.38234, -4.46935, -4.09593], [4.14981, 0.04445, 0.27118], [2.74001, -0.14043, 0.81308], [1.59412, -0.98388, -0.29921], [2.20628, -2.69902, -0.37712], [2.87059, -2.93247, -1.73868], [2.39752, -1.60059, -2.87796], [3.98330, -0.96398, -3.43127], [4.94457, -0.43845, -2.37202], [4.26892, 0.88026, -1.33067], [4.67430, -0.90958, 0.21494], [4.69344, 0.64979, 0.99783], [2.25977, 0.81681, 1.02759], [2.76668, -0.70672, 1.74210], [1.35605, -3.35723, -0.20495], [2.92041, -2.83990, 0.43383], [2.55001, -3.87156, -2.18706], [3.95545, -2.94214, -1.66112], [3.70823, -0.18107, -4.13353], [4.44864, -1.77700, -4.00152], [5.80823, -0.03221, -2.89922], [5.32521, -1.23400, -1.73356]],
  "mulliken_charge": [1.663, -1.033, 2.097, 1.553, -0.621, -1.111, -0.823, -0.853, -0.899, 0.719, -0.480, -0.758, -0.718, -1.099, -0.316, -0.362, -1.140, -1.318, 0.268, -1.649, 1.040, 0.909, -0.843, -0.866, -0.947, -0.850, 0.220, 1.023, -0.352, -0.968, -0.629, -0.970, -0.596, 0.768, 0.676, 0.502, 0.785, 0.508, 0.459, 0.482, 0.531, 0.070, 0.515, 0.469, 0.481, 0.516, 0.612, 0.592, 0.855, 0.605, 0.295, 0.477, 0.452, 0.489, 0.260, 0.339, 0.529, 0.444, 0.491, 0.482, -0.162, 0.493, -0.186, -0.176, 1.049, -1.256, -0.683, -0.587, 1.118, -0.797, -0.679, 0.585, -0.185, -0.152, -0.194, -1.003, -0.141, -0.097, -0.529, -1.223, 0.428, -0.691, -0.872, -0.023, 0.443, 0.550, -0.119, 0.200, -0.084, 1.049, 0.678, 0.487, 0.349, 0.541, 0.525, 0.368]
}